Computed, not measured: one molecule with the formula C19H27N5O2, with ωB97M-V/def2-TZVPD.

orbital gap = 8.6 eV
structure (SMILES) = CCCC(=O)Nc1ccc2c(c1)nc(CN1CCN(C(C)=O)CC1)n2C
F_max = 0.81 eV Å⁻¹

```
53
Properties=species:S:1:pos:R:3:forces:R:3
C -8.617177 -1.388418 1.248556 0.2 0.2 0.0
C -7.426715 -0.562859 0.776596 -0.1 -0.2 0.0
C -6.767446 -1.186577 -0.458160 0.0 0.3 0.0
C -5.592303 -0.338516 -0.918592 -0.3 -0.5 0.1
O -5.663568 0.422215 -1.858209 0.0 0.2 -0.2
N -4.487900 -0.520226 -0.142446 0.1 -0.3 0.4
C -3.231499 0.099025 -0.206755 0.3 0.1 0.0
C -2.938856 1.073904 -1.172625 -0.1 0.1 -0.2
C -1.701289 1.678573 -1.229352 0.2 0.0 0.1
C -0.750652 1.291259 -0.298907 -0.5 -0.5 0.3
C -1.034715 0.310706 0.680015 0.0 0.5 -0.6
C -2.283689 -0.291568 0.728325 0.0 0.1 -0.2
N 0.073195 0.120531 1.464495 0.3 -0.3 0.5
C 0.978474 0.936060 0.999143 -0.1 0.0 0.1
C 2.348055 1.073596 1.569277 0.2 0.0 0.0
N 3.365718 0.802791 0.562310 0.0 -0.1 0.2
C 3.308953 -0.574074 0.100707 0.0 0.0 -0.3
C 4.293697 -0.762186 -1.055507 -0.3 -0.2 0.1
N 5.625660 -0.425778 -0.616678 -0.2 0.4 0.0
C 6.674795 -1.268654 -0.448606 0.0 -0.3 -0.2
C 6.489641 -2.691788 -0.932945 0.2 0.1 0.1
O 7.720685 -0.889277 0.042011 0.3 -0.1 0.2
C 5.701681 0.925498 -0.104160 0.2 0.2 0.4
C 4.704711 1.108339 1.039197 0.1 0.1 -0.2
N 0.550252 1.669109 -0.071793 0.1 -0.3 0.2
C 1.294057 2.648202 -0.812174 0.1 0.5 -0.1
H -9.074388 -0.930278 2.122172 -0.1 0.0 0.1
H -8.304524 -2.396544 1.513274 0.0 -0.1 0.0
H -9.367587 -1.457756 0.464713 -0.1 0.0 -0.1
H -6.696670 -0.481886 1.586156 0.0 0.1 0.0
H -7.757029 0.447196 0.527154 0.1 0.0 0.0
H -6.436665 -2.202935 -0.232706 0.0 -0.1 0.0
H -7.491535 -1.227250 -1.272530 0.1 0.0 0.0
H -4.569624 -1.193346 0.607108 -0.1 0.1 -0.2
H -3.705484 1.347173 -1.877151 0.0 0.0 0.0
H -1.492478 2.430246 -1.975159 0.0 0.1 -0.1
H -2.499856 -1.039004 1.476237 0.0 -0.1 0.1
H 2.491151 2.100085 1.923674 0.0 -0.1 0.0
H 2.419687 0.394175 2.433082 -0.1 0.1 -0.1
H 2.293634 -0.789278 -0.237830 0.0 -0.1 0.0
H 3.558324 -1.278512 0.913829 0.0 0.0 0.0
H 4.245599 -1.784742 -1.421735 0.0 0.0 0.0
H 4.016096 -0.082040 -1.870026 0.0 -0.1 0.0
H 6.241394 -2.711520 -1.991525 -0.1 -0.1 -0.1
H 5.706877 -3.194206 -0.368977 -0.1 -0.1 0.0
H 7.426806 -3.219756 -0.779387 0.0 0.0 0.0
H 6.721271 1.096255 0.243500 -0.1 0.0 -0.1
H 5.465123 1.625242 -0.913075 0.0 0.0 0.1
H 4.728860 2.145716 1.380695 0.0 0.0 0.0
H 4.993576 0.456590 1.881421 0.0 0.0 0.0
H 2.357316 2.449213 -0.688786 -0.1 0.0 -0.1
H 1.064660 3.657925 -0.459674 0.0 0.0 -0.1
H 1.031713 2.579350 -1.868178 0.0 0.0 0.0
```
Forces are in eV/Å.



Computed, not measured: C23H20As2F5NO2S2Sc as an isolated structure, with ωB97M-V/def2-TZVPD.

orbital gap = 7.9 eV
net charge = +1
F_max = 2.61 eV Å⁻¹

```
56
Properties=species:S:1:pos:R:3:forces:R:3
Sc 0.668600 0.239100 -0.675200 -0.6 1.6 -0.4
C -0.887700 -0.894400 3.177800 -0.1 0.3 -0.3
As 0.623700 -0.565500 1.932000 -0.2 -0.9 1.9
C 1.845300 0.216800 3.260900 0.0 0.3 -0.4
C 1.213700 -2.435300 1.802400 0.1 0.1 -0.4
C 2.004400 -3.004400 2.798000 -0.1 0.3 0.1
C 2.436300 -4.317100 2.700500 -0.1 0.1 0.0
C 2.059200 -5.082900 1.609600 0.0 0.0 0.0
C 1.263700 -4.533000 0.618700 -0.3 0.1 -0.2
C 0.840000 -3.208600 0.695300 0.2 0.3 -0.1
As -0.087500 -2.355500 -0.820600 -1.1 -2.3 0.5
C -1.947900 -2.948400 -0.436800 0.1 0.5 -0.1
C 0.242600 -3.607900 -2.302200 0.2 0.5 -0.2
H -0.576100 -1.577400 3.976200 0.1 0.2 -0.3
H -1.737100 -1.331500 2.648300 0.1 0.1 0.0
H -1.191800 0.059900 3.618500 0.0 -0.1 -0.1
H 1.733400 -0.256100 4.241300 -0.1 0.0 -0.3
H 1.591100 1.279300 3.352000 0.1 -0.2 0.0
H 2.878300 0.142200 2.913800 -0.1 0.0 0.0
H 2.300400 -2.402100 3.650900 0.0 -0.1 0.0
H 3.065800 -4.734000 3.472700 0.0 0.0 0.0
H 2.396300 -6.104400 1.522500 0.0 -0.1 0.0
H 0.984100 -5.138200 -0.237400 0.1 0.0 0.1
H -1.972400 -4.006700 -0.151600 0.2 0.3 -0.1
H -2.557300 -2.796200 -1.334200 0.1 0.0 0.1
H -2.377300 -2.344000 0.365600 0.1 -0.1 -0.1
H -0.288100 -4.558200 -2.174200 0.1 0.3 0.2
H 1.317300 -3.765700 -2.402800 -0.1 0.0 0.1
H -0.114000 -3.134500 -3.222500 0.0 -0.1 0.2
F -1.998500 0.260600 -0.921400 0.1 0.4 -0.1
C -1.821600 1.622100 -1.193000 0.6 0.0 0.1
C -0.498700 2.056900 -1.130400 -1.2 0.2 -0.2
C -0.366400 3.424000 -1.379400 0.4 -0.5 0.1
F 0.874300 3.938700 -1.332300 -0.3 0.3 -0.1
C -1.435900 4.269400 -1.671000 0.2 -0.2 0.1
F -1.238200 5.565000 -1.897300 0.0 -0.1 0.0
C -2.730200 3.752400 -1.722900 0.1 -0.2 0.0
F -3.761600 4.539300 -2.007100 0.3 -0.2 0.1
C -2.933800 2.396100 -1.475000 0.1 -0.2 0.1
F -4.154100 1.859200 -1.504000 0.1 0.2 0.0
O 2.923300 -2.089300 -0.904100 0.6 0.2 -0.4
S 3.043300 -0.728700 -1.349600 1.1 -0.8 0.9
O 1.940800 -0.363600 -2.275700 -0.3 0.1 -0.7
N 2.778500 0.333600 -0.138000 -0.2 -1.0 -0.7
C 3.639900 1.375800 -0.279800 0.0 2.0 1.1
S 3.422100 2.799400 0.512600 0.1 -0.5 -0.3
C 4.771200 1.079300 -1.171400 0.4 -0.3 -0.3
C 5.935800 1.814900 -1.342000 -0.1 -0.2 0.1
C 6.976700 1.242900 -2.058500 -0.1 0.0 0.0
C 6.859300 -0.019900 -2.624300 -0.2 -0.1 0.0
C 5.664800 -0.727800 -2.535600 0.1 -0.2 -0.2
C 4.646300 -0.150500 -1.816300 -0.6 0.4 0.3
H 6.040200 2.791100 -0.896600 -0.1 0.1 0.2
H 7.904200 1.783600 -2.164900 0.1 0.1 0.0
H 7.701500 -0.456600 -3.136300 0.0 0.0 -0.1
H 5.540100 -1.694800 -2.992800 0.1 -0.2 -0.1
```
Forces are in eV/Å.



Computed, not measured: a 2-piece molecular cluster, C4H9N2O overall, with ωB97M-V/def2-TZVPD.

orbital gap = 10.6 eV
net charge = +1
F_max = 5.88 eV Å⁻¹

```
16
Properties=species:S:1:pos:R:3:forces:R:3
C -0.950423 1.250681 -1.140950 1.3 4.5 -3.5
C -0.451990 0.383987 -0.085804 -0.5 0.9 1.1
C 0.321391 0.564276 1.055727 -0.9 -0.8 -1.2
N 0.080455 -0.570622 1.810071 -0.9 -1.0 -1.0
C -0.753052 -1.415401 1.178464 -0.5 1.7 -1.1
N -1.121437 -0.800134 0.025892 1.7 -0.7 2.4
H -0.933792 0.832749 -2.180318 -0.8 -0.5 1.1
H -0.184726 2.080170 -1.467314 -0.9 -1.3 1.3
H -1.871978 1.951006 -1.007477 1.3 -1.9 0.3
H 1.057691 1.318468 1.318612 -0.5 -0.2 0.0
H 0.249375 -0.731003 2.776339 0.9 0.1 0.7
H -1.195711 -2.332363 1.506418 0.2 -0.2 0.4
H -1.843484 -1.069836 -0.597630 -0.5 -0.6 -0.5
H 2.016666 -0.637087 -1.591896 -0.1 -0.8 0.0
H 3.030646 0.051849 -0.783418 -0.9 -2.9 0.4
O 2.550370 -0.876740 -0.816718 1.0 3.7 -0.4
```
Forces are in eV/Å.



Computed, not measured: C44H61IrN7OS2SbSi3Te as an isolated structure, with ωB97M-V/def2-TZVPD.

orbital gap (spin up / spin down) = 5.8 / 5.0 eV
net charge = +1
2S+1 = 2
F_max = 4.89 eV Å⁻¹

```
121
Properties=species:S:1:pos:R:3:forces:R:3
Ir -0.002060 -0.064483 -0.241783 3.5 -3.4 0.1
C -0.097742 2.350596 5.602443 0.0 0.0 0.0
C 0.987330 2.913680 4.694417 -0.1 -0.1 0.0
N 1.529732 1.914424 3.785427 0.0 -0.1 0.2
C 0.915666 1.524949 2.652298 0.1 0.0 -0.5
S 1.715225 0.303354 1.727050 -1.4 0.0 -0.9
N -0.196996 2.130822 2.322806 -0.1 0.6 0.9
N -0.727008 1.803547 1.141426 -0.9 0.8 -0.5
C -1.799815 2.420894 0.774957 0.5 0.3 0.8
C -2.446840 3.494365 1.600879 -0.1 -0.1 -0.1
C -2.304118 2.143603 -0.571474 -0.1 -0.2 -0.6
C -3.499669 2.684337 -1.036510 0.0 0.0 0.1
C -3.862540 2.493815 -2.358483 0.0 -0.1 -0.1
C -2.990731 1.827515 -3.203136 -0.1 -0.1 0.0
C -1.826056 1.314850 -2.661116 0.2 0.0 0.0
N -1.508293 1.424978 -1.379190 -0.4 0.9 0.0
H -0.457002 3.112287 6.295459 0.0 0.0 0.0
H 0.279775 1.505730 6.180976 0.0 0.0 0.0
H -0.931724 2.009539 4.988829 -0.1 0.0 0.0
H 1.817732 3.308683 5.279053 0.0 0.0 0.0
H 0.583669 3.721163 4.085739 0.0 0.0 0.0
H 2.250100 1.299447 4.124112 0.1 0.1 0.0
H -1.860652 3.658894 2.498510 0.0 0.0 0.0
H -3.461973 3.208606 1.884940 0.0 0.0 0.0
H -2.508906 4.426318 1.036071 0.0 0.0 0.0
H -4.129357 3.260932 -0.374155 0.0 0.0 0.0
H -4.804957 2.875864 -2.727047 0.0 0.0 0.0
H -3.210053 1.689571 -4.252189 0.0 0.0 0.0
H -1.089991 0.812050 -3.277267 0.0 0.0 0.0
C 3.450021 -3.796566 -1.332135 -0.1 0.2 0.0
Sb 3.002518 -1.914996 -0.325781 0.0 -0.3 0.2
C 0.781564 -2.144356 -0.136540 0.6 1.4 -0.5
C 0.212697 -2.601711 -1.400671 -0.2 -0.2 -0.1
C 0.153224 -3.928829 -1.849568 0.0 -0.1 -0.1
C -0.523715 -4.225055 -3.014864 0.0 0.0 0.1
C -1.159113 -3.200191 -3.708467 0.1 0.2 0.0
C -1.057135 -1.916274 -3.210424 -0.2 -0.1 -0.3
N -0.373983 -1.616271 -2.104593 -0.5 0.5 0.7
Si 0.544242 -3.372525 1.311135 0.1 0.0 0.6
C 0.935137 -2.648620 3.011640 -0.3 -0.1 -0.2
C 1.731290 -4.858477 1.313147 -0.2 0.2 -0.3
C -1.226085 -4.056140 1.306809 0.2 0.0 0.0
C 3.711281 -0.476061 -1.891579 -0.2 -0.3 0.0
C 2.954781 0.813321 -1.946642 0.0 -0.1 -0.1
C 3.565748 1.849343 -2.683916 -0.1 0.1 0.1
C 3.013728 3.101216 -2.784530 0.0 0.0 0.1
C 1.837434 3.344736 -2.090776 0.0 -0.1 0.0
C 1.292095 2.309800 -1.372986 0.2 0.3 0.0
N 1.783512 1.050029 -1.321484 -0.9 -0.1 0.3
Si 5.452257 -0.038138 -1.107714 0.3 0.1 0.1
C 5.176585 1.214636 0.275301 0.0 -0.1 -0.3
C 6.668404 0.683778 -2.371395 -0.2 0.0 0.1
C 6.320331 -1.532667 -0.337808 -0.2 0.0 -0.2
Si 3.808625 -1.241710 -3.662343 0.0 -0.1 -0.2
C 5.258411 -2.447488 -3.766554 -0.2 0.0 0.1
C 2.118116 -1.972899 -4.081534 0.3 0.0 0.0
C 4.111192 -0.015670 -5.076119 0.0 0.1 0.3
H 2.863971 -4.584859 -0.867401 0.0 0.1 0.0
H 4.502797 -4.004725 -1.141898 0.0 0.0 0.0
H 3.269258 -3.802151 -2.402365 0.0 0.0 0.1
H 0.643476 -4.704214 -1.276693 -0.1 0.0 0.0
H -0.576281 -5.243280 -3.378473 0.0 0.0 0.0
H -1.719362 -3.386336 -4.613150 0.0 0.0 0.0
H -1.565422 -1.103609 -3.712924 0.0 0.0 0.0
H 1.998615 -2.421377 3.088419 0.0 0.0 0.0
H 0.679303 -3.385700 3.778548 0.0 -0.1 -0.1
H 0.394929 -1.732571 3.233965 0.1 0.1 0.1
H 2.769265 -4.522199 1.281811 0.0 -0.1 0.1
H 1.576017 -5.578384 0.507437 0.0 0.0 0.0
H 1.591409 -5.391639 2.255515 -0.1 0.0 0.0
H -1.865565 -3.402885 1.903341 0.0 0.0 0.0
H -1.264569 -5.054755 1.746360 0.1 0.0 0.0
H -1.656872 -4.119844 0.306710 0.0 -0.1 0.0
H 4.506834 1.645970 -3.166450 0.0 0.0 0.0
H 3.500202 3.880209 -3.357027 0.0 0.0 0.0
H 1.350973 4.309489 -2.089568 0.0 0.0 0.0
H 0.419002 2.507294 -0.779801 0.0 -0.1 0.0
H 4.597248 2.078662 -0.056444 0.0 0.0 0.0
H 6.132595 1.583250 0.654278 0.0 -0.1 0.0
H 4.638148 0.759038 1.105807 -0.1 0.0 0.1
H 6.574079 1.767437 -2.456888 0.0 0.0 0.0
H 6.565625 0.253707 -3.368783 0.0 0.0 0.0
H 7.685216 0.476488 -2.032609 0.0 0.0 0.0
H 5.872308 -1.812671 0.615546 0.0 0.0 0.0
H 7.362093 -1.267779 -0.145067 0.0 0.1 0.0
H 6.323594 -2.410705 -0.987716 0.0 0.0 0.0
H 5.268790 -3.195412 -2.976101 0.0 0.0 -0.1
H 6.207239 -1.909736 -3.718776 0.0 0.0 0.0
H 5.235453 -2.978777 -4.720559 0.0 0.0 0.0
H 1.901891 -2.912322 -3.572133 0.0 0.1 0.0
H 2.029781 -2.155010 -5.154569 0.1 0.0 0.0
H 1.334873 -1.265112 -3.802868 0.2 0.1 -0.1
H 5.080943 0.482619 -5.016820 0.0 0.0 0.0
H 3.339739 0.753144 -5.137225 0.0 0.0 0.0
H 4.095485 -0.567862 -6.018761 0.0 -0.1 0.1
O -3.326846 -0.906029 -1.445776 0.4 -0.7 0.1
S -2.759581 -1.623464 -0.310696 -0.2 1.8 0.7
N -1.765488 -0.830315 0.556870 0.2 -1.6 -1.5
Te -2.182561 -0.697953 2.903502 -0.6 0.0 1.1
C -4.246617 -0.816478 2.443269 0.1 0.0 0.0
C -5.015769 0.331984 2.579442 0.2 0.0 0.0
C -6.369528 0.298589 2.277554 0.0 0.0 0.0
C -6.946604 -0.876735 1.819067 0.0 0.0 0.0
C -6.176785 -2.023378 1.685068 0.0 -0.1 0.0
C -4.827847 -2.001407 2.006992 0.1 0.0 0.1
C -2.452847 -1.736605 4.799196 0.3 0.0 -0.3
C -2.390555 -0.970218 5.955589 0.0 0.1 -0.1
C -2.374031 -1.589056 7.197886 0.0 0.0 0.0
C -2.418676 -2.972385 7.287330 0.0 0.0 0.0
C -2.498005 -3.737244 6.131477 0.0 0.0 0.0
C -2.511070 -3.120516 4.888918 0.0 -0.1 -0.2
H -4.551679 1.244163 2.934408 -0.1 0.1 0.0
H -6.970016 1.189395 2.406982 0.0 0.0 0.0
H -8.000517 -0.904666 1.577139 0.0 0.0 0.0
H -6.631099 -2.943061 1.340277 0.0 0.0 0.0
H -4.233330 -2.904778 1.926703 -0.1 0.0 0.0
H -2.364350 0.110277 5.896699 0.1 0.1 0.0
H -2.314293 -0.980489 8.090893 0.0 0.0 0.0
H -2.389538 -3.455701 8.254725 0.0 0.0 0.0
H -2.533283 -4.817001 6.193637 0.0 0.0 0.0
H -2.557578 -3.730868 3.993932 0.0 0.0 0.0
```
Forces are in eV/Å.